Entry 1:
# C17H27ClNO3PSn

C17H27ClNO3PSn as an isolated structure at a distorted geometry (ωB97M-V/def2-TZVPD, OMol25).

As for the total energy: -1958.4099 Ha. For the HOMO energy, the calculation gives -21.68 eV. The calculation puts the HOMO-LUMO gap at 4.14 eV.

ORCA input file:
```
! wB97M-V def2-TZVPD RIJCOSX def2/J DEFGRID3
* xyz 4 1
Sn -0.180 0.353 1.330
C -2.238 -0.874 1.131
O -3.376 -1.060 1.171
C -0.696 2.674 1.345
O -0.773 3.816 1.525
C 2.108 -0.060 0.827
O 3.198 -0.089 1.175
C -1.863 0.334 -2.107
P -0.173 -0.107 -1.447
H 0.392 -1.680 -3.164
H -2.502 -0.453 -1.680
C 0.990 1.004 -2.416
H 0.516 1.108 -3.398
C -1.923 0.213 -3.633
H -1.366 -0.645 -4.025
H -1.546 1.114 -4.131
H -2.967 0.087 -3.956
C -2.412 1.691 -1.638
H -1.924 2.529 -2.159
C 1.318 -2.554 -1.424
H -2.299 1.834 -0.552
H -3.489 1.728 -1.876
C -1.132 -2.717 -2.066
H 0.940 -3.295 -0.705
H 1.908 -3.097 -2.181
H 1.975 -1.871 -0.867
C 0.130 -1.838 -2.107
H -0.846 -3.767 -2.218
H -1.861 -2.452 -2.843
H -1.616 -2.661 -1.085
C 2.355 0.330 -2.583
H 2.787 0.149 -1.591
H 3.056 0.979 -3.126
H 2.306 -0.628 -3.114
C 1.159 2.406 -1.814
H 0.204 2.893 -1.581
H 1.710 3.047 -2.527
H 1.763 2.360 -0.898
H 0.343 -3.270 1.319
H 0.072 -2.922 1.926
Cl 0.824 3.213 6.240
C 0.659 1.660 5.554
C 0.756 0.514 6.361
C 0.595 -0.727 5.738
C 0.349 -0.789 4.362
N 0.356 0.318 3.593
C 0.425 1.539 4.180
H 0.934 0.622 7.431
H 0.652 -1.646 6.318
H 0.116 -1.723 3.862
H 0.286 2.406 3.527
*
```

Entry 2:
# C2H2Cl2O2

A 2-piece molecular cluster, C2H2Cl2O2 overall at a distorted geometry (ωB97M-V/def2-TZVPD, OMol25).

The calculation puts the energy above the lowest of the compared OMol25 structures with the same formula, charge and spin at 3.472 eV. As for the total energy: -1148.1787 Ha. For the HOMO energy (spin up / spin down), the calculation gives -10.10 / -10.10 eV. The calculation puts the HOMO-LUMO gap (spin up / spin down) at 9.81 / 9.81 eV.

ORCA input file:
```
! wB97M-V def2-TZVPD RIJCOSX def2/J DEFGRID3
* xyz 0 1
C 0.398 -0.969 1.144
C -0.093 0.848 -0.803
O 1.405 -1.237 0.613
O -0.237 0.863 0.551
Cl -0.751 -1.430 2.209
Cl -1.232 -0.332 -1.558
H -0.346 1.812 -0.973
H 0.856 0.445 -1.183
*
```

Entry 3:
# C9H10N3Pd

C9H10N3Pd as an isolated structure (ωB97M-V/def2-TZVPD, OMol25).

As for the total energy: -641.0847 Ha. For the HOMO energy, the calculation gives -2.16 eV. The calculation puts the HOMO-LUMO gap at 5.67 eV.

ORCA input file:
```
! wB97M-V def2-TZVPD RIJCOSX def2/J DEFGRID3
* xyz -1 1
Pd -1.035 0.871 0.119
C -1.138 -0.392 2.665
C -2.425 -0.282 2.101
C -2.656 1.086 1.781
C -1.486 1.822 2.151
C -0.542 0.893 2.676
H -0.663 -1.308 2.985
H -3.135 -1.087 1.982
H -3.600 1.508 1.481
H -1.398 2.894 2.186
H 0.418 1.140 3.101
N 2.197 -2.627 -1.651
C 1.734 -1.328 -1.862
C 0.476 -0.948 -1.387
N 0.023 0.304 -1.525
C 0.791 1.128 -2.272
C 2.001 0.709 -2.769
N 2.508 -0.515 -2.557
H 1.860 -3.061 -0.808
H 3.198 -2.685 -1.748
H -0.161 -1.645 -0.872
H 0.425 2.130 -2.422
H 2.608 1.393 -3.353
*
```

Entry 4:
# C5H16NO

A 2-piece molecular cluster, C5H16NO overall (ωB97M-V/def2-TZVPD, OMol25).

The calculation puts the energy above the lowest of the compared OMol25 structures with the same formula, charge and spin at 0.545 eV. As for the total energy: -329.8608 Ha. For the HOMO energy, the calculation gives -14.76 eV. The calculation puts the HOMO-LUMO gap at 11.70 eV.

ORCA input file:
```
! wB97M-V def2-TZVPD RIJCOSX def2/J DEFGRID3
* xyz 1 1
C -1.262 3.453 -0.332
C -0.374 2.509 0.464
N -0.882 1.102 0.334
H -0.956 4.475 -0.156
H -1.198 3.236 -1.396
H -2.307 3.377 -0.030
H 0.649 2.500 0.098
H -0.365 2.768 1.518
H -1.846 1.024 0.673
H -0.338 0.432 0.926
H -0.895 0.816 -0.637
C 0.967 -1.780 0.782
O 0.171 -0.971 1.684
C 0.284 -1.995 -0.553
C 1.146 -2.920 -1.410
H 1.917 -1.261 0.620
H 1.201 -2.733 1.255
H 0.490 -1.161 2.570
H -0.722 -2.394 -0.415
H 0.191 -1.048 -1.095
H 1.199 -3.930 -1.013
H 0.773 -2.990 -2.430
H 2.156 -2.509 -1.457
*
```